The following is a DFT calculation (ωB97M-V/def2-TZVPD) of a molecular structure, C82H183Cd2N11O21 at a distorted geometry.

```
299
Properties=species:S:1:pos:R:3:forces:R:3:lowdin_charge:R:1
Cd 8.6440 -1.1228 5.4977 -0.93 -4.51 -2.10 1.311
Cd 11.2133 -0.2314 6.6751 1.15 -1.02 -0.28 1.269
O 9.5663 -2.8933 1.6918 -0.66 0.93 -0.97 -0.060
O 6.8493 3.0402 12.7229 -0.26 -0.72 0.17 0.001
O 6.3745 0.4036 2.3963 0.38 2.86 -2.37 -0.188
O 12.9840 -2.0944 3.7200 1.46 1.44 0.95 -0.012
O 8.0305 -0.8619 7.5066 -1.73 -0.44 3.41 -0.137
O 10.4339 -2.0432 5.9245 1.08 -2.34 1.30 -0.487
O 7.8157 -5.7697 13.7227 0.54 -0.10 0.03 -0.008
O 9.0564 -1.5637 3.3423 -1.24 1.58 0.60 -0.127
O 11.8504 -7.1181 13.6602 0.19 0.04 0.97 -0.015
O 5.2670 -6.6211 12.0889 0.67 0.50 -0.74 -0.036
O 9.6284 0.5833 5.7544 -0.80 6.07 -1.33 -0.538
O 7.9086 -5.4288 4.6898 -1.36 -1.06 0.12 -0.059
O 12.7377 -0.4979 5.2609 1.09 1.04 1.41 -0.178
O 6.6698 2.6904 5.7041 2.14 1.26 -0.38 -0.253
O -1.5322 -2.1813 8.5136 0.19 -1.48 -0.74 -0.045
O 9.9265 -0.4076 8.4655 0.71 0.58 2.08 -0.150
O 12.7072 3.9263 8.8804 -1.87 -0.80 0.17 -0.204
O 7.9052 -3.4468 5.5090 1.66 4.50 2.40 -0.067
O 15.6354 -0.0445 8.8657 2.12 0.82 -0.78 -0.176
O 12.2670 -0.4129 16.0333 0.64 -2.40 2.58 0.006
O 10.4791 -5.4796 6.9083 -0.45 -2.21 -0.56 -0.142
N 7.2560 -5.6169 14.9862 -1.26 -2.69 0.45 -0.135
N 4.8453 -6.5278 10.7128 -0.25 -0.21 -0.74 -0.095
N 11.5656 -7.3069 4.7139 1.13 1.42 -0.36 0.043
N 6.9095 -0.0783 4.9181 -2.19 2.09 0.12 0.005
N 12.4819 -1.4067 7.9180 0.63 -2.92 1.98 -0.023
N 11.8943 0.2732 14.9764 -1.40 3.43 -5.09 -0.156
N 12.5669 -6.9228 12.4984 1.52 -1.03 -2.38 -0.133
N 6.2841 3.1677 14.0121 2.36 2.27 1.37 -0.128
N 11.6123 1.8110 7.2624 1.20 2.16 0.98 -0.012
N -0.5769 -1.2103 8.8418 1.34 1.81 1.09 -0.069
N 7.5178 2.4960 8.4784 -0.14 0.57 0.46 0.077
C 3.3094 -5.9029 9.0594 0.34 0.39 1.52 -0.102
C 7.4298 -6.8099 15.8979 0.87 -0.34 0.85 -0.388
C 10.7715 -7.7442 5.8292 -1.22 1.71 0.70 -0.421
C 1.2602 -2.8928 7.9063 -0.47 0.58 0.03 -0.014
C 5.9411 3.3197 6.7626 0.55 -1.31 -0.77 -0.187
C -0.4572 -1.1135 10.3857 2.10 0.08 -2.66 -0.500
C 16.7069 0.6224 8.2066 0.78 -0.02 0.59 -0.113
C 4.5878 4.1030 16.0484 -1.67 -1.00 1.75 -0.227
C 11.2355 0.3588 12.5250 -0.07 1.86 -0.26 -0.131
C 5.4137 -6.8326 8.1661 -0.67 0.38 1.68 -0.106
C 5.2432 3.1430 9.1214 0.89 0.02 0.38 -0.062
C 7.2116 3.5882 4.6801 -0.51 -1.15 0.75 -0.072
C 11.5360 -4.8849 11.9551 -0.84 0.33 0.00 -0.029
C -0.2070 -2.4859 10.9561 -1.48 -0.90 1.12 -0.028
C 5.8014 0.9019 14.3794 0.74 -1.85 0.33 -0.053
C 14.3461 -2.5606 8.9516 -0.24 1.28 -0.13 -0.020
C 13.7183 -5.3461 10.9247 1.87 -1.52 -0.68 -0.109
C 6.6415 -7.9753 10.0329 0.68 -1.29 -0.03 -0.061
C 10.9106 -6.8260 7.1722 -0.68 0.02 -2.86 -0.123
C 14.6288 -0.3103 7.9433 -1.42 0.53 0.27 -0.240
C 5.7702 -4.5126 16.3654 1.89 0.67 1.59 -0.107
C 10.2208 -4.7868 8.0708 1.56 1.08 0.37 -0.147
C 12.1100 2.9593 5.1490 0.66 0.44 -0.32 -0.042
C 11.8761 2.4682 13.7819 2.45 -1.26 -0.16 -0.119
C 7.1576 -8.1731 15.2006 -0.49 1.30 -1.06 -0.047
C 12.0672 -9.2933 11.8989 0.89 1.55 -0.47 -0.031
C 5.9148 -6.6939 9.6826 2.32 0.41 0.27 -0.429
C 8.4088 -1.4766 9.8495 -1.26 -0.87 0.30 -0.014
C 7.9478 5.0945 14.3793 -1.60 -1.05 -0.75 -0.006
C 13.0057 -1.2086 13.1375 0.23 0.67 -0.42 -0.029
C 4.0253 -4.0574 10.6902 2.52 0.18 -1.30 -0.033
C 12.5066 1.6196 14.9196 -0.60 1.74 1.18 -0.491
C 8.9313 -6.8139 16.4385 -1.89 0.14 0.19 -0.012
C 13.6466 -1.1762 8.6958 2.31 -0.66 -0.54 -0.400
C 14.3538 -8.7745 12.7528 1.30 1.04 0.57 -0.061
C 0.5354 -0.7921 6.6388 -1.77 -0.97 -1.16 -0.065
C 13.7248 -7.8189 10.4464 -1.02 -1.50 1.54 -0.140
C 0.7196 -0.1613 10.6928 1.79 -0.65 0.13 -0.137
C 11.1381 -9.1546 5.9995 1.04 -1.97 1.55 -0.117
C 5.5237 5.4432 13.5834 -0.08 0.76 -2.04 -0.054
C 5.2134 2.2847 14.2914 0.12 -0.27 1.88 -0.547
C 14.1927 -0.0179 3.5384 0.99 -0.19 -0.07 -0.043
C 6.9647 -5.5320 9.7500 -0.86 0.76 0.13 -0.002
C 6.1304 2.4502 8.0542 -1.33 0.95 -0.83 -0.402
C 11.9622 1.7449 12.4054 -2.67 -0.21 0.33 -0.142
C 13.2748 -1.0015 4.2662 -1.31 -1.46 -3.06 -0.749
C 2.0758 -0.4657 10.0374 0.24 0.00 -0.23 -0.189
C 5.7163 -0.6870 4.4041 -1.79 -1.25 0.19 -0.388
C 5.6989 -0.6782 2.9165 0.08 -0.67 -1.34 -0.220
C 12.3362 4.0790 7.5198 1.17 1.33 -0.85 -0.193
C 5.9150 4.7057 15.9337 2.04 -1.11 -2.61 -0.146
C -1.6453 -0.3334 10.9135 0.58 -0.80 -0.25 -0.038
C 4.4462 -0.1032 5.0848 0.71 0.45 0.31 -0.025
C 6.9070 -4.2885 15.3426 0.71 -0.89 2.14 -0.537
C 5.8566 -4.2927 5.0260 -2.05 -0.52 -0.28 -0.056
C 1.8859 -0.5430 8.5526 -0.75 0.49 0.41 -0.158
C 6.3951 -6.7806 17.1570 1.55 -1.77 -2.73 -0.162
C 8.7742 -0.8724 8.5170 -0.04 0.80 -1.24 -0.744
C 14.5459 -6.6181 10.4785 -0.35 2.21 -0.42 -0.196
C 3.8033 -5.5402 10.5351 -1.67 -0.87 -1.16 -0.510
C 13.6066 -4.7928 13.3549 -0.69 0.91 -0.10 -0.019
C 2.6856 -5.8822 11.5438 0.10 -0.12 0.03 -0.029
C 10.6523 -1.5733 13.8926 0.45 0.21 1.93 -0.043
C 6.2016 -5.4031 17.5293 -1.03 1.07 1.08 -0.234
C 8.1459 -3.4942 15.8886 -0.45 0.25 -0.44 -0.001
C 12.1715 2.3384 16.2542 -1.02 -0.45 1.39 -0.047
C 4.6016 2.5883 15.7523 0.53 0.80 -1.55 -0.080
C 13.9967 3.4988 9.1782 0.00 -0.15 0.47 -0.118
C 7.3123 -4.4040 5.1056 1.69 -3.18 -1.67 -0.849
C 0.6954 -1.4308 8.0319 1.76 0.25 -0.36 -0.423
C 14.0054 1.6904 14.7790 0.80 -1.84 -1.09 -0.043
C 9.5170 -0.5642 1.1762 -0.94 -0.09 -0.36 -0.046
C 5.5780 1.6206 2.2289 0.31 -1.11 1.22 -0.061
C 6.2660 -3.5500 14.2398 -1.21 0.57 -2.05 -0.055
C 9.3003 -1.7551 2.1438 2.05 -2.01 -0.69 -0.756
C 12.4834 2.8368 6.6393 -1.02 -0.35 0.12 -0.369
C 12.9002 -5.5031 12.1836 0.40 -0.97 1.94 -0.485
C 4.3308 -5.8312 7.8856 -1.96 0.12 0.58 -0.183
C 11.7182 -0.4939 13.7054 1.08 -0.76 -1.53 -0.449
C 13.1913 -8.1614 11.9478 -0.28 -0.79 -1.13 -0.415
C 4.1772 2.3534 13.2516 -1.89 -1.53 -0.44 -0.035
C 6.3700 4.5740 14.3862 2.22 0.67 3.61 -0.468
H 5.0900 0.1679 14.7578 -0.31 0.04 0.00 0.081
H 9.0842 -3.8440 15.4582 -0.22 -0.06 -0.57 0.074
H 11.9573 -6.8162 7.4764 0.28 -0.16 0.44 0.108
H 0.4690 0.8577 10.3978 -0.16 0.04 0.25 0.118
H 0.2540 0.2593 6.5790 -0.15 0.05 0.80 0.078
H 2.8418 0.2908 10.2080 -0.48 0.93 0.18 0.104
H -0.8981 -3.2435 10.5866 -0.12 0.17 -0.72 0.079
H -0.5664 -2.4734 11.9851 0.70 0.08 0.58 0.082
H 11.1965 -0.2146 11.5989 0.93 -0.27 -0.10 0.112
H 14.0404 3.7106 10.2465 0.74 0.21 -0.03 0.089
H 5.4898 -7.2967 16.8374 -0.40 0.47 -0.48 0.108
H 7.3292 0.5344 4.2336 0.20 -0.20 -0.78 0.070
H 7.3804 -5.2627 10.7210 0.16 -1.01 0.55 0.073
H 4.9084 -7.7929 8.0624 0.31 -0.36 0.15 0.113
H 5.7338 1.4514 7.8720 0.22 -0.32 -0.29 0.124
H 11.6174 -3.8032 11.8488 -0.11 -0.02 -0.96 0.075
H 10.9082 2.8445 14.1130 -0.22 -0.28 -0.63 0.105
H 6.2502 4.3548 6.9078 0.36 0.03 0.28 0.114
H 9.7183 -6.6536 15.7016 -0.28 -0.39 -0.28 0.069
H 4.5239 5.0226 13.4762 -0.10 0.51 0.19 0.074
H 13.7344 -3.7543 13.0498 -0.33 0.14 0.01 0.044
H 13.6035 -3.3241 9.1831 0.14 0.22 0.91 0.047
H 6.4568 0.6204 5.4900 1.15 0.23 1.04 0.047
H 11.2116 -8.7651 11.4780 -0.46 -0.36 0.38 0.075
H 9.3842 0.4283 1.6067 0.45 0.01 0.38 0.041
H 12.6782 -1.9206 12.3799 -0.10 -0.51 0.43 0.058
H 2.8629 -0.6752 8.0877 -0.31 -0.88 -0.52 0.119
H 7.0988 -5.0343 18.0264 0.05 0.29 -0.05 0.106
H 10.1663 -2.0320 13.0315 0.36 0.36 -0.19 0.087
H 12.8898 -7.7176 9.7532 -0.18 -0.07 0.09 0.110
H 16.5040 1.5456 7.6638 -0.99 0.35 0.27 0.078
H 14.7544 -2.9660 8.0258 0.30 0.46 -0.29 0.094
H 13.7401 -1.6277 13.8254 -0.57 -0.34 0.40 0.080
H 1.8279 -3.1599 8.7977 -0.22 -0.06 0.11 0.044
H 5.7186 -3.5340 16.8426 -1.24 0.30 -0.25 0.121
H 3.6165 1.4280 13.3835 -0.58 -0.08 0.00 0.083
H 17.1989 0.0457 7.4234 -0.07 -0.74 0.13 0.086
H 5.4328 4.1935 8.9007 -0.25 0.29 0.84 0.067
H 12.5685 3.2929 13.6132 -0.31 0.56 0.56 0.110
H 5.9843 -8.8432 10.0874 -0.42 0.07 0.09 0.080
H 11.6867 2.0130 8.2492 -0.02 -0.50 0.61 0.075
H 5.6083 -4.0021 4.0052 -0.17 -0.12 -0.17 0.077
H 4.7814 -3.8349 11.4431 -0.63 0.10 0.87 0.079
H 11.1620 3.4510 4.9307 -0.22 0.12 0.49 0.068
H 8.1044 -0.8316 10.6738 0.44 0.79 -0.21 0.057
H 5.1482 2.1022 16.5604 0.47 -0.09 -0.30 0.111
H 10.7154 -4.9584 12.6687 0.56 -0.24 1.17 0.072
H 6.0341 2.3977 1.6156 0.84 -0.38 0.25 0.083
H 11.0751 -5.5045 11.1858 0.19 0.84 -0.99 0.092
H -1.3734 -0.1960 11.9601 -0.80 0.12 0.21 0.088
H 7.1924 -9.0518 15.8446 0.67 0.24 0.17 0.082
H 14.4053 -8.5921 10.0896 -0.50 -0.71 0.12 0.113
H 14.4542 2.6688 14.6074 -0.33 0.14 0.57 0.089
H 12.5126 -7.2331 5.0573 0.46 0.69 0.21 0.064
H 14.9926 0.3197 4.1974 0.61 -0.58 0.22 0.044
H -1.6009 0.6249 10.3960 -0.52 -0.08 0.10 0.086
H 3.7768 4.6374 15.5536 0.11 0.02 -0.24 0.110
H -0.2767 -1.3309 6.1506 -0.24 -0.01 -0.31 0.076
H 17.4464 0.8759 8.9661 0.04 -0.11 0.04 0.082
H 3.4553 3.1532 13.4167 0.23 0.25 -0.53 0.087
H 14.5683 -0.5358 2.6559 0.21 0.49 -0.13 0.062
H 6.2391 0.4303 13.4996 -0.46 0.48 -0.74 0.084
H 12.7284 -2.2276 7.3837 0.28 0.33 -2.09 0.088
H 3.7350 -6.2315 7.0653 0.15 0.26 -0.47 0.109
H -2.5740 -0.8786 10.7451 -0.24 0.28 0.36 0.078
H 7.8910 4.3974 4.9481 -0.60 0.51 1.24 0.078
H 5.7799 -2.6137 14.5141 0.28 0.14 0.63 0.086
H 9.4455 1.4704 5.3884 0.18 -0.86 0.05 -0.038
H 2.8955 -6.8671 11.9611 -0.45 0.07 0.18 0.071
H 14.9910 -9.4950 12.2402 -0.75 -0.61 -0.41 0.075
H 14.1846 0.6484 7.6755 -0.44 0.11 -0.24 0.092
H 4.5202 0.9667 5.2799 0.37 0.57 -0.73 0.051
H 12.8180 3.1077 16.6763 0.23 0.53 -1.11 0.080
H 2.6929 -5.1070 12.3100 0.01 -0.35 0.40 0.075
H 10.4187 -2.7444 6.6046 -0.23 0.42 -1.04 -0.068
H 5.4325 -5.2752 5.2333 -0.41 0.02 -0.12 0.056
H 5.4539 -3.5290 5.6913 0.00 -0.06 0.18 0.056
H 4.9514 3.3427 6.3066 -0.82 0.06 1.01 0.119
H 8.7262 -0.6035 0.4270 -0.23 -0.22 -0.22 0.043
H 14.6229 -5.0253 13.6730 -0.15 -1.01 -0.15 0.084
H 8.3731 -3.5324 16.9540 -0.64 0.08 0.22 0.067
H -2.3810 -1.9548 8.9007 0.12 0.67 0.00 0.084
H 9.0028 -5.9744 17.1301 0.18 -0.13 0.30 0.060
H 6.8554 -3.2986 13.3580 0.47 -0.23 0.15 0.094
H 11.1298 -2.3379 14.5053 -0.26 -0.47 -0.05 0.077
H 0.5213 -3.6622 7.6822 -0.21 0.13 0.21 0.079
H 10.2240 -7.2610 7.8985 0.25 -0.26 0.36 0.108
H 7.3792 -8.2808 9.2909 -0.04 0.44 -0.48 0.083
H 15.4705 -6.8415 11.0108 -0.11 0.52 0.74 0.108
H 11.9374 -9.6944 12.9041 -0.44 0.17 -0.13 0.066
H 8.3586 5.0752 13.3698 -0.20 -0.09 -0.17 0.063
H 4.7707 -0.7287 2.3473 -0.80 -0.31 0.73 0.125
H 4.5712 2.2040 12.2463 0.09 0.84 -0.02 0.082
H 7.5078 -2.0800 9.7382 0.15 -0.53 -0.17 0.060
H 11.4158 -0.4421 16.4762 0.29 -0.61 0.92 0.115
H 14.9262 -6.3315 9.4981 -0.12 -0.24 -0.37 0.113
H 1.9803 -2.9285 7.0888 0.03 0.22 -0.06 0.087
H 13.7891 0.9753 3.3417 -0.87 -0.31 -0.50 0.046
H 6.3140 3.9351 4.1682 0.52 0.34 -0.70 0.080
H 8.0883 6.1204 14.7199 -0.45 -0.02 0.28 0.067
H 5.4210 -5.4484 18.2888 -0.21 0.69 0.27 0.112
H 1.6718 -5.8851 11.1436 0.05 -0.02 -0.40 0.080
H 4.6975 -7.3329 12.3899 0.25 -0.14 0.21 0.085
H 4.6396 -4.8306 7.5831 0.19 0.00 0.34 0.099
H 14.4909 1.1081 15.5621 0.17 0.36 0.26 0.088
H 5.4256 -4.1426 13.8785 -0.02 -0.26 -0.25 0.079
H 7.6751 1.8837 9.2660 -0.05 -0.10 0.05 0.070
H 0.7667 -2.9680 10.8691 0.22 0.70 0.04 0.070
H 7.7977 -5.6208 9.0526 -0.32 -0.09 -0.14 0.071
H 5.9699 5.4162 12.5893 -0.27 0.22 -0.39 0.091
H 10.4362 -0.6926 0.6045 0.18 0.11 0.37 0.056
H 7.0101 -5.9078 13.2192 -0.02 -0.28 -0.97 0.059
H 13.3816 -0.6654 9.6216 0.04 -0.05 0.21 0.138
H 2.3682 -5.3600 8.9729 0.08 0.15 -0.67 0.090
H 14.7487 4.0035 8.5716 0.23 0.36 0.12 0.092
H 10.6358 1.9866 7.0735 -0.39 0.23 -0.45 0.044
H 15.1564 -2.3497 9.6494 -0.10 -0.83 0.30 0.079
H 6.1353 -8.1930 14.8229 -0.28 0.27 -0.04 0.067
H 5.8368 -1.7559 4.5804 -0.66 -0.01 0.75 0.097
H 11.1317 2.6600 16.3129 -0.12 0.56 -0.55 0.069
H 6.6592 -7.4312 17.9906 0.95 0.11 0.01 0.117
H 3.6057 2.1476 15.7992 -0.14 0.13 -0.22 0.114
H 4.3826 4.1584 17.1175 -0.68 0.10 0.23 0.106
H 1.3572 -0.8532 5.9253 0.55 -0.49 0.59 0.073
H 12.8833 -4.8054 14.1702 0.45 0.02 0.45 0.078
H 4.5930 1.5227 1.7725 -0.22 -0.89 -0.08 0.076
H 9.9635 -5.3574 8.9632 -0.72 -0.43 -0.15 0.060
H 6.4453 -4.5852 9.6025 0.00 0.06 -0.94 0.058
H 5.5724 6.4803 13.9155 -0.40 -0.01 0.10 0.095
H 8.9976 -7.7679 16.9615 0.69 0.10 0.13 0.072
H 12.8681 1.7322 11.7992 0.49 -0.02 0.85 0.101
H 10.8272 -9.7926 5.1722 -0.22 0.13 -0.03 0.079
H 6.1809 -6.7583 7.3954 0.52 -0.04 0.52 0.129
H 0.9826 -0.2400 11.7476 -0.79 0.42 0.42 0.119
H 12.9934 4.9108 7.2660 0.25 0.13 -1.20 0.117
H 8.5780 4.4256 14.9654 -0.19 -0.04 0.25 0.060
H 14.9244 -0.7551 6.9931 0.40 -0.34 0.04 0.134
H 13.0712 -4.9970 10.1201 0.15 -0.39 -0.18 0.088
H 10.1692 0.5846 12.5247 -0.34 0.16 1.00 0.107
H 12.2966 -10.1132 11.2182 0.40 0.06 -0.01 0.073
H 5.5952 2.8606 10.1136 0.47 0.37 0.10 0.048
H 3.0636 -6.9540 9.2106 -0.29 -0.19 -0.39 0.113
H 2.6877 -1.2586 10.4674 -0.82 -0.98 0.00 0.093
H 8.2205 2.2580 7.7930 -0.41 -0.38 -0.53 0.059
H 14.2369 1.1363 13.8693 0.29 -0.07 -0.22 0.067
H 6.6093 4.0241 16.4252 0.19 0.15 0.46 0.115
H 15.1433 -8.0568 12.9758 -0.16 0.74 0.06 0.063
H 9.5953 -3.9123 7.8919 -0.52 -0.39 -0.12 0.087
H 12.2275 -9.1870 6.0107 0.33 -0.15 -0.13 0.070
H 11.3339 4.4957 7.4208 -0.25 -0.30 0.59 0.129
H 13.6285 -0.5800 12.5011 -0.09 0.75 0.14 0.065
H 9.9245 -1.0918 14.5458 -0.57 -0.20 -0.16 0.075
H 12.0742 2.0142 4.6070 -0.05 -0.45 0.66 0.063
H 13.5182 2.5203 6.7698 0.08 -0.34 -0.40 0.114
H 12.1571 1.7302 17.1586 0.38 -1.06 -0.28 0.065
H 3.1216 -3.4481 10.7024 0.12 -0.20 0.28 0.056
H 4.6371 -3.7931 9.8276 -0.42 0.64 -0.51 0.069
H 6.2398 -1.5883 2.6571 0.45 0.25 -0.55 0.134
H 3.5300 -0.2096 4.5041 -0.06 -0.57 0.29 0.072
H 10.9808 -6.7620 13.4637 -0.45 -0.14 -0.01 0.076
H 14.1130 -9.1522 13.7465 -0.52 -0.19 -0.15 0.074
H 12.8568 3.5092 4.5762 0.21 0.36 0.23 0.072
H 4.8922 -4.9504 15.8904 -0.11 0.56 -0.04 0.130
H 4.4012 -0.3834 6.1372 -0.48 -1.00 -0.05 0.064
H 1.6069 0.4498 8.1996 0.03 0.39 0.35 0.105
H 7.7616 -8.2301 14.2950 0.34 -0.50 0.24 0.075
H 11.3206 2.4509 11.8782 -0.19 -0.43 -0.93 0.101
H 10.9128 -9.6618 6.9376 -0.73 -0.01 0.22 0.064
H 9.7309 -7.6394 5.5223 -0.21 0.16 0.16 0.133
H 7.9505 3.0390 4.0964 -0.84 -0.73 -0.55 0.084
H 11.1954 -4.3844 8.3469 0.52 0.63 0.63 0.066
H 7.6353 2.5653 13.0027 0.46 -0.12 -0.80 0.102
H 14.5729 -4.6722 10.9854 -0.67 0.90 0.60 0.106
H 5.4196 1.9472 3.2567 -0.20 0.70 -0.07 0.059
H 7.2380 -7.9829 10.9452 -0.31 0.49 0.31 0.071
H 7.9572 -2.4789 15.5400 0.53 0.33 0.48 0.063
H 12.0868 -2.0465 8.5923 -2.23 0.44 0.58 0.070
H 4.1730 2.9719 9.2373 -0.14 -0.30 -1.04 0.066
H 6.0408 5.7022 16.3572 -0.15 0.08 -0.37 0.119
H 6.6609 0.8260 15.0455 -0.08 0.55 0.50 0.086
H 9.2558 -2.0678 10.1974 -0.09 -0.14 0.01 0.065
H 11.7212 -8.0490 4.0468 -0.76 -0.25 -0.33 0.062
H 14.1880 2.4294 9.0903 -0.29 -0.32 -0.31 0.069
```
Forces are in eV/Å.

The value obtained for the LUMO energy is 2.715 eV. Its net charge is -2. The largest force on an atom comes out at 0.122 hartree/bohr. The spin multiplicity is 1. As for the HOMO energy: -1.6 eV. The value obtained for the HOMO-LUMO gap is 0.15955 Ha.